4 unconnected molecules or ions with the total composition C2H14NO3S2 in a non-equilibrium geometry, computed with ωB97M-V/def2-TZVPD.

lowest unoccupied orbital energy	-0.1068	hartree
strongest force on any atom	0.021	hartree/bohr
net charge	+1
ΔE to the lowest compared entry with this formula, charge and spin	0.5	kJ/mol
highest occupied orbital energy	-12.48	eV
HOMO-LUMO gap	9.6	eV
calculated total energy	-1161.22843	hartree

Each line ends with the Löwdin charge.
Cartesian coordinates (Å):
S 0.5574 -0.2924 1.7683  0.420
S 0.0418 -1.1930 3.5343  0.365
O -1.1360 0.4585 -4.4334  -0.050
O -1.1289 2.4323 0.1272  -0.055
O 2.1245 0.9472 -2.8784  -0.040
N -0.2174 0.3445 -1.4289  0.167
C -0.5828 -1.0839 0.5695  -0.525
C -0.0015 -0.9795 -0.8177  -0.234
H 0.0762 1.1215 -0.8427  0.113
H -1.5601 -0.6095 0.6893  0.082
H -0.8646 -0.3220 4.0154  -0.180
H -2.0939 0.3514 -4.4702  0.051
H 3.0570 0.8743 -2.6369  0.067
H -0.8929 0.4291 -5.3654  0.055
H -1.2188 0.5102 -1.5536  0.157
H 2.0625 0.4827 -3.7206  0.056
H -0.9728 2.6456 1.0602  0.064
H 0.1679 0.4389 -2.3605  0.094
H -1.5632 3.2480 -0.1504  0.068
H 1.0437 -1.2291 -0.7758  0.115
H -0.7487 -2.1077 0.8632  0.072
H -0.3775 -1.7427 -1.4909  0.137

Force components x, y, z for each atom (eV/Å):
S -0.1 -0.1 0.1
S 0.1 0.0 0.0
O -0.2 -0.1 0.0
O -0.1 0.6 0.5
O 0.0 -0.3 -0.1
N -1.0 0.0 -0.2
C -0.4 0.6 0.6
C 0.0 -0.9 0.0
H 0.3 0.3 0.2
H 0.0 0.1 -0.4
H 0.0 0.1 -0.2
H 0.0 0.0 0.1
H -0.1 0.1 0.0
H 0.2 0.1 0.0
H 0.0 -0.1 0.2
H 0.1 0.1 -0.1
H 0.2 -0.5 -0.1
H 0.6 0.0 -0.2
H -0.1 -0.1 -0.5
H 0.7 0.5 0.0
H 0.3 -0.4 0.0
H -0.6 0.1 -0.1

***

A single C3H5NO molecule in a non-equilibrium geometry, computed with ωB97M-V/def2-TZVPD.

SMILES string	C=CC(N)=O
lowest unoccupied orbital energy	0.0244	hartree
strongest force on any atom	0.160	hartree/bohr
ΔE to the lowest compared entry with this formula, charge and spin	138.1	kJ/mol
highest occupied orbital energy	-9.99	eV
HOMO-LUMO gap	10.7	eV
calculated total energy	-247.25465	hartree

Each line ends with the Löwdin charge.
Cartesian coordinates (Å):
O 0.6115 1.5316 -0.1691  0.060
N 1.7651 -0.3146 -0.1562  0.101
C -1.7618 0.2388 -0.0171  0.035
C 0.6162 0.3453 -0.1530  -0.697
C -0.6272 -0.4339 -0.2430  -0.108
H 2.5885 0.2936 0.5542  0.235
H -1.6921 1.3508 0.1092  0.084
H 1.9250 -1.2736 0.2238  0.099
H -0.6143 -1.5401 -0.2427  0.104
H -2.8109 -0.1981 0.0938  0.087

Force components x, y, z for each atom (eV/Å):
O -0.2 2.9 0.2
N 7.0 -0.5 4.3
C -1.1 0.4 0.2
C -1.4 -0.8 -0.6
C -1.7 -0.9 0.9
H -3.3 -1.9 -3.4
H -0.1 -1.2 -0.2
H -1.2 0.9 -0.8
H 0.1 0.7 -0.3
H 1.8 0.4 -0.3

***

A molecular structure, C26H28BrIN9O3RuS, computed with ωB97M-V/def2-TZVPD.

lowest unoccupied orbital energy (alpha / beta)	-0.4312 / -0.4317	hartree
strongest force on any atom	0.009	hartree/bohr
net charge	+3
highest occupied orbital energy (alpha / beta)	-16.27 / -16.27	eV
HOMO-LUMO gap (alpha / beta)	4.5 / 4.5	eV
calculated total energy	-5089.99836	hartree

Each line ends with the Löwdin charge.
Cartesian coordinates (Å):
I 2.9035 -0.8338 3.2389  0.993
Ru -0.0448 0.1647 -0.4381  1.441
Br -0.7311 -2.5163 2.0641  0.922
S 2.0651 -2.1795 -0.5341  1.133
O 0.0636 0.5241 1.6324  -0.206
O -0.2500 0.1334 -2.2972  -0.171
O -0.7415 -1.1122 -4.0854  0.213
N 1.0510 1.9840 -0.6779  0.026
N -2.1633 0.7715 -0.2363  -0.143
N -4.4626 0.3346 -1.0262  -0.066
N -3.8493 2.5637 -0.3961  -0.068
N -0.5784 0.4173 3.7855  0.234
N -0.7938 -1.8369 -0.6311  -0.094
N 4.0337 0.0611 -0.2447  0.205
N -4.1050 0.8639 1.2835  -0.068
N 1.7619 -0.5255 -0.3987  -0.379
C -0.6457 -1.0168 -2.9066  -0.509
C 0.3334 0.6110 2.8463  -0.649
C 1.5274 4.2869 -1.1485  0.035
C 0.6605 3.2028 -1.0427  -0.042
C -1.0974 -2.7948 0.2466  -0.719
C 2.8623 4.1105 -0.8614  0.026
C 3.2953 2.8290 -0.5398  0.044
C -0.9868 -2.1135 -1.9437  -0.223
C -1.4945 -3.3033 -2.4053  0.063
C -4.6440 1.7557 -1.3261  -0.117
C 2.3781 1.7986 -0.4834  -0.182
C 5.9580 -1.3495 0.1241  0.026
C -4.2894 2.2859 0.9717  -0.125
C 1.7238 0.9439 3.2959  -0.504
C 2.7750 0.3870 -0.3383  -0.257
C 4.3053 -3.6026 -0.0224  -0.053
C -1.6395 -4.0171 -0.1310  -0.050
C -3.0897 -0.0257 -1.1710  -0.148
C 3.7680 -2.3328 -0.1723  -0.449
C -1.8445 -4.2753 -1.4738  0.036
C 5.6691 -3.7369 0.1937  0.000
C 6.4944 -2.6157 0.2678  -0.002
C -4.8975 0.0653 0.3444  -0.121
C -2.7194 0.5346 1.1681  -0.189
C 4.5931 -1.2211 -0.0968  -0.249
C -2.4643 2.2252 -0.5365  -0.178
H -2.5515 -0.5193 1.4068  0.082
H -2.1468 1.1745 1.8350  0.102
H 4.7081 0.8177 -0.2374  0.164
H -1.8794 2.8217 0.1651  0.127
H 1.1350 5.2463 -1.4560  0.142
H 6.5912 -0.4716 0.1834  0.138
H 1.7594 1.3192 4.3142  0.067
H -2.1575 2.4006 -1.5699  0.128
H -5.3413 2.5452 1.0728  0.145
H -5.9500 0.3200 0.4508  0.146
H 2.1694 1.6662 2.6193  0.054
H -4.3298 1.9571 -2.3510  0.144
H 3.6727 -4.4794 -0.0847  0.129
H -1.5187 0.1414 3.5455  0.111
H -2.2682 -5.2196 -1.7898  0.143
H 6.0940 -4.7254 0.3031  0.136
H -5.6956 2.0171 -1.2267  0.146
H -4.7707 -0.9956 0.5676  0.139
H 3.5649 4.9310 -0.9168  0.144
H -0.3591 0.5322 4.7635  0.149
H -2.7594 0.1731 -2.1910  0.133
H -3.7127 2.8911 1.6736  0.139
H -1.6164 -3.4408 -3.4713  0.151
H -0.3736 3.3384 -1.2791  0.099
H -2.9773 -1.0800 -0.9248  0.117
H 7.5556 -2.7337 0.4365  0.136
H 4.3515 2.6725 -0.3652  0.130
H -1.8838 -4.7458 0.6286  0.125

Force components x, y, z for each atom (eV/Å):
I 0.0 0.0 0.0
Ru 0.1 -0.4 -0.2
Br 0.0 -0.1 0.0
S 0.1 -0.1 0.0
O -0.1 0.0 0.0
O 0.1 0.0 0.1
O 0.0 0.0 0.0
N 0.1 0.1 0.0
N -0.1 0.0 0.1
N 0.0 0.0 0.0
N 0.0 0.0 0.0
N 0.0 0.0 0.0
N 0.0 0.1 0.0
N 0.1 0.0 0.0
N 0.0 0.0 0.0
N 0.0 0.3 0.1
C -0.1 0.0 0.0
C 0.1 0.0 0.0
C 0.0 0.0 0.0
C 0.1 -0.1 0.1
C 0.0 0.0 0.0
C 0.0 0.0 0.0
C 0.0 0.0 0.0
C 0.1 0.0 0.0
C 0.0 0.0 0.0
C 0.0 0.0 0.0
C 0.0 0.0 0.0
C 0.0 0.0 0.0
C 0.0 0.0 0.0
C 0.0 0.0 0.0
C -0.1 -0.1 0.0
C 0.0 -0.1 0.0
C 0.0 0.0 0.0
C 0.0 0.0 0.0
C -0.2 -0.1 0.0
C 0.0 0.0 0.0
C 0.0 0.0 0.0
C 0.0 0.0 0.0
C 0.0 0.0 0.0
C 0.0 -0.1 -0.1
C 0.0 0.1 0.0
C 0.1 0.1 -0.1
H 0.0 0.1 0.0
H 0.0 0.0 0.0
H 0.0 0.0 0.0
H 0.1 0.1 0.0
H 0.0 0.0 0.0
H 0.0 0.0 0.0
H 0.0 0.0 0.0
H 0.0 0.1 0.0
H 0.0 0.0 0.0
H 0.0 0.0 0.0
H 0.0 0.0 0.0
H 0.0 0.0 0.0
H 0.0 0.0 0.0
H 0.0 0.0 0.0
H 0.0 0.0 0.0
H 0.0 0.0 0.0
H 0.0 0.0 0.0
H 0.0 0.0 0.0
H 0.0 0.0 0.0
H 0.0 0.0 0.0
H 0.0 0.0 0.0
H 0.0 0.0 0.0
H 0.0 0.0 0.0
H -0.3 0.0 0.0
H -0.1 0.1 0.0
H 0.0 0.0 0.0
H 0.0 0.0 0.0
H 0.0 0.0 0.0

***

A molecular structure, O12P3Pd2 in a non-equilibrium geometry, computed with ωB97M-V/def2-TZVPD.

2S+1	6
lowest unoccupied orbital energy (alpha / beta)	0.3784 / 0.3762	hartree
strongest force on any atom	0.155	hartree/bohr
net charge	-4
expectation value of S²	8.775
highest occupied orbital energy (alpha / beta)	4.43 / 4.47	eV
HOMO-LUMO gap (alpha / beta)	5.9 / 5.8	eV
calculated total energy	-2182.46951	hartree

Each line ends with the Mulliken spin population.
Cartesian coordinates (Å):
Pd 1.2534 -1.1479 -1.6123  1.284
Pd -0.1446 -0.4170 0.8211  1.507
P -1.4932 -1.3113 -2.4637  0.001
P -1.1928 1.5635 2.6790  -0.017
P 2.5988 0.0894 0.1260  -0.029
O -0.6951 -1.3119 -1.0621  0.241
O 1.7719 -1.2072 0.5109  0.178
O -2.4052 -2.4130 -2.8892  0.021
O -1.8546 2.8174 2.1006  0.022
O -0.0781 -1.4561 -3.1773  0.184
O -1.5475 1.0304 4.0644  0.041
O -2.2879 -0.0732 -2.7863  0.011
O -1.7311 0.2224 2.0106  0.551
O 3.1522 0.5804 -1.2453  0.080
O 0.2596 1.3206 2.0682  0.336
O 1.1768 0.6490 -0.3844  0.578
O 3.2173 1.0646 1.2397  0.010

Force components x, y, z for each atom (eV/Å):
Pd -0.8 0.3 -1.6
Pd -2.3 0.8 0.4
P 0.3 1.3 -1.4
P -0.6 -0.6 -0.7
P 0.1 7.8 1.7
O -2.4 -1.0 1.9
O 4.0 -3.0 1.1
O -0.2 -2.9 0.7
O 0.6 -0.6 1.2
O 1.1 0.0 -2.2
O 1.0 2.3 1.8
O 0.8 1.5 0.6
O -0.5 -1.9 -3.0
O 2.6 -3.2 -0.1
O -0.5 1.2 1.9
O -2.5 2.0 -0.5
O -0.7 -4.0 -1.8

***

12 unconnected molecules or ions with the total composition BF4H22O11 in a non-equilibrium geometry, computed with ωB97M-V/def2-TZVPD.

lowest unoccupied orbital energy	0.0965	hartree
strongest force on any atom	0.066	hartree/bohr
net charge	-1
ΔE to the lowest compared entry with this formula, charge and spin	116.6	kJ/mol
highest occupied orbital energy	-7.28	eV
HOMO-LUMO gap	9.9	eV
calculated total energy	-1265.48506	hartree

Each line ends with the Löwdin charge.
Cartesian coordinates (Å):
F -0.0342 0.3002 0.4546  0.144
F -0.2152 -1.5898 -0.6204  0.149
F -2.0122 -0.6288 0.3836  0.180
F -0.4522 -1.4668 1.7406  0.128
O -3.7082 -0.2058 -1.6114  -0.021
O 3.3468 0.2312 0.8096  -0.053
O 2.1078 -1.9608 1.7826  -0.101
O 1.0508 2.4092 2.0446  -0.050
O 1.8858 1.9882 -0.8374  -0.053
O 2.3028 -1.1418 -1.7394  -0.037
O 0.4618 -2.3308 -3.7064  -0.047
O -0.0482 0.8432 -2.4234  -0.028
O -1.7612 2.2382 -0.2404  -0.056
O -4.0002 0.0432 2.2016  -0.029
O -1.0222 0.0902 3.8196  -0.042
B -0.7042 -0.9048 0.4856  -1.339
H 2.9778 -1.6368 -1.2934  0.042
H -3.2262 -0.0348 -2.3964  0.011
H 2.6808 0.7812 0.3966  -0.011
H -3.3072 -0.9248 -1.1504  0.010
H -0.3202 -0.3978 4.3226  0.065
H 1.1518 1.5132 -1.1974  -0.022
H 1.4998 -1.3808 -1.2684  0.000
H -4.3722 0.8282 1.8166  0.026
H 0.5778 0.5382 -3.0904  0.059
H 0.7858 -2.0498 -2.8404  -0.015
H 2.4828 -1.1968 1.3136  -0.034
H 2.1278 2.6002 -1.5654  0.077
H 1.7648 2.9342 1.6666  0.025
H 1.1218 -1.8068 1.7916  0.006
H 0.8508 1.7312 1.4176  -0.032
H -3.2682 -0.1168 1.6396  -0.028
H -0.6402 0.0942 -2.4224  0.034
H -1.6322 1.2882 -0.2884  -0.017
H 0.2098 -3.2228 -3.5584  0.015
H -0.9522 -0.3718 3.0276  -0.058
H -1.9012 2.3972 0.7016  0.042
H 4.1898 0.5192 0.4346  0.063

Force components x, y, z for each atom (eV/Å):
F 1.1 1.1 0.2
F -0.2 -1.4 -0.3
F -2.3 -0.3 -0.3
F -0.4 -1.1 -0.2
O -1.6 0.6 0.4
O 1.0 -0.1 0.3
O -1.2 -0.1 -0.2
O 0.4 1.1 1.1
O 1.5 1.6 -0.4
O -0.4 0.2 -0.8
O 0.1 1.1 -0.1
O 0.2 0.0 -0.7
O -0.4 0.5 0.1
O -1.1 0.0 1.0
O 1.0 0.3 3.2
B 1.7 0.8 0.3
H 0.6 -0.3 0.4
H 0.8 0.1 -1.0
H -0.3 0.5 -0.6
H 0.6 -0.6 0.4
H -0.9 1.0 -0.3
H -1.3 -0.8 -0.3
H -0.2 0.2 0.6
H -0.4 0.5 -0.1
H 0.3 0.2 -0.1
H 0.3 0.1 -0.2
H 0.1 -0.1 0.3
H -0.1 -0.6 0.9
H -0.2 -0.3 -0.2
H 1.8 -0.3 0.1
H -0.3 -0.6 -0.7
H 1.3 -0.5 -0.8
H -0.5 -0.3 0.5
H 0.0 0.1 0.0
H -0.5 -1.2 0.1
H -0.1 -1.0 -2.4
H 0.2 0.0 -0.1
H -0.4 -0.1 0.0